Here is C49H54KN5O5P as an isolated structure from the Open Molecules 2025 dataset. Energies are from ωB97M-V/def2-TZVPD.

- energy (eV) = -94988.66166
- largest force on an atom (eV/A) = 0.49
- energy relative to the best compared isomer or geometry (same formula, charge and spin) (eV) = 0.000
- net charge = +1
- E_LUMO (Ha) = -0.0685
- molecular weight (g mol⁻¹) = 863.07

Last column: Mulliken charge in e.
Geometry (Å):
K1 0.26 -0.14 0.39  0.389
C1 -1.71 0.16 3.30  -0.654
C2 -0.61 1.15 3.63  -0.439
O1 0.58 0.93 2.89  0.028
C3 1.62 0.22 3.53  -0.684
C4 1.33 -1.26 3.72  -0.850
O2 0.96 -1.83 2.48  0.483
C5 0.38 -3.10 2.59  -0.923
C6 -0.31 -3.45 1.29  -0.653
O3 -1.19 -2.43 0.84  0.566
C7 -2.37 -2.26 1.62  -0.994
C8 -2.86 -0.83 1.47  -0.162
O4 -1.94 0.15 1.91  0.629
H1 -1.43 -0.84 3.66  0.267
H2 -2.62 0.46 3.84  0.475
H3 -0.95 2.16 3.37  -0.225
H4 -0.42 1.13 4.71  0.566
H5 2.49 0.34 2.89  0.074
H6 1.83 0.65 4.52  0.470
H7 2.23 -1.75 4.12  0.411
H8 0.53 -1.41 4.45  0.460
H9 1.13 -3.87 2.81  0.403
H10 -0.33 -3.12 3.43  0.496
H11 0.42 -3.56 0.49  -0.040
H12 -0.84 -4.40 1.43  0.384
H13 -3.16 -2.94 1.26  0.472
H14 -2.19 -2.51 2.67  0.405
H15 -3.04 -0.63 0.41  -0.534
H16 -3.81 -0.74 2.01  0.438
O5 2.17 -3.08 -1.33  -0.294
C9 2.91 -2.38 -2.34  -0.154
C10 2.27 -2.54 -3.71  -0.911
C11 0.87 -1.93 -3.79  -0.724
C12 0.90 -0.42 -3.76  0.527
C13 1.10 0.29 -4.94  -0.657
C14 1.09 1.67 -4.91  -1.010
C15 0.87 2.31 -3.70  -0.756
C16 0.69 1.52 -2.57  -0.152
N1 0.71 0.19 -2.59  0.696
H17 2.22 -4.02 -1.52  0.232
H18 3.94 -2.73 -2.36  0.455
H19 2.91 -1.33 -2.03  -0.108
H20 2.21 -3.60 -3.95  0.379
H21 2.92 -2.08 -4.46  0.435
H22 0.27 -2.28 -2.95  -0.271
H23 0.39 -2.25 -4.71  0.618
H24 1.26 -0.25 -5.87  0.607
H25 1.24 2.25 -5.82  0.449
H26 0.82 3.38 -3.63  0.449
H27 0.51 1.99 -1.61  0.336
C17 2.56 4.27 0.25  -1.110
C18 1.80 3.13 0.57  -0.773
N2 2.26 1.91 0.47  0.589
C19 3.54 1.73 0.08  -0.352
C20 4.36 2.80 -0.32  1.214
C21 3.83 4.10 -0.22  -1.200
C22 5.70 2.55 -0.77  -1.063
C23 6.20 1.30 -0.76  -0.928
C24 5.42 0.19 -0.28  1.526
C25 5.94 -1.11 -0.15  -1.092
C26 5.16 -2.10 0.38  -0.959
C27 3.85 -1.78 0.76  -0.248
N3 3.32 -0.59 0.62  0.693
C28 4.09 0.40 0.12  -0.335
H28 2.13 5.26 0.38  0.689
H29 0.77 3.24 0.92  0.802
H30 4.44 4.95 -0.49  0.443
H31 6.30 3.38 -1.10  0.429
H32 7.21 1.11 -1.09  0.428
H33 6.96 -1.30 -0.46  0.436
H34 5.54 -3.10 0.52  0.501
H35 3.20 -2.54 1.18  0.151
C29 -1.24 6.54 -3.67  -0.788
C30 -0.22 6.08 -2.85  -0.495
C31 -0.49 5.12 -1.89  -0.442
C32 -1.78 4.62 -1.71  0.488
C33 -2.79 5.09 -2.54  -0.881
C34 -2.52 6.04 -3.52  -0.647
P1 -2.01 3.33 -0.43  2.565
C35 -2.12 4.33 1.12  0.235
C36 -1.58 5.61 1.26  -0.437
C37 -1.62 6.25 2.49  -0.734
C38 -2.19 5.64 3.59  -0.652
C39 -2.73 4.37 3.45  -0.465
C40 -2.69 3.71 2.23  -0.888
C41 -3.76 2.84 -0.63  -0.605
C42 -4.84 3.65 -0.30  -0.420
C43 -6.14 3.20 -0.49  -0.766
C44 -6.37 1.93 -1.01  -0.809
C45 -5.30 1.11 -1.34  -0.234
C46 -4.00 1.57 -1.15  0.062
H36 -1.04 7.29 -4.42  0.399
H37 0.79 6.46 -2.97  0.475
H38 0.32 4.73 -1.28  0.140
H39 -3.80 4.70 -2.44  0.375
H40 -3.32 6.39 -4.16  0.437
H41 -1.15 6.11 0.40  0.460
H42 -1.20 7.25 2.58  0.445
H43 -2.23 6.15 4.54  0.381
H44 -3.20 3.88 4.31  0.450
H45 -3.11 2.72 2.13  0.464
H46 -4.66 4.64 0.11  0.523
H47 -6.97 3.84 -0.22  0.435
H48 -7.38 1.58 -1.15  0.404
H49 -5.47 0.12 -1.74  0.468
H50 -3.16 0.93 -1.39  -0.140
N4 -2.68 -1.72 -4.15  0.050
C47 -2.65 -2.89 -3.44  -0.904
C48 -2.38 -2.53 -2.15  -0.512
N5 -2.24 -1.17 -2.06  0.652
C49 -2.43 -0.71 -3.27  -0.806
H51 -2.86 -1.62 -5.13  0.218
H52 -2.82 -3.85 -3.90  0.393
H53 -2.25 -3.16 -1.29  0.324
H54 -2.39 0.32 -3.57  0.536


Here is C5H5NO in the gas phase at a distorted geometry from the Open Molecules 2025 dataset. Energies are from ωB97M-V/def2-TZVPD.

- energy (eV) = -8798.96715
- largest force on an atom (eV/A) = 1.14
- energy relative to the best compared isomer or geometry (same formula, charge and spin) (eV) = 4.452
- E_LUMO (Ha) = -0.0420
- molecular weight (g mol⁻¹) = 95.10

Last column: Mulliken charge in e.
Geometry (Å):
O1 -1.93 0.27 0.54  -0.513
C1 -0.75 -0.46 0.77  -0.842
C2 0.21 -0.35 -0.44  0.441
C3 0.85 2.12 0.00  -0.181
C4 0.55 1.09 -0.74  -0.335
C5 1.43 -1.14 -0.19  0.148
N1 2.36 -1.78 0.04  -0.409
H1 -1.70 1.21 0.54  0.359
H2 -0.23 -0.13 1.68  0.353
H3 -1.04 -1.50 0.90  0.410
H4 -0.30 -0.78 -1.31  0.286
H5 0.54 1.46 -1.78  0.283


Here is a 2-piece molecular cluster, C4H12 overall at a distorted geometry from the Open Molecules 2025 dataset. Energies are from ωB97M-V/def2-TZVPD.

- energy (eV) = -4342.03038
- largest force on an atom (eV/A) = 1.90
- energy relative to the best compared isomer or geometry (same formula, charge and spin) (eV) = 0.498
- E_LUMO (Ha) = 0.0425
- molecular weight (g mol⁻¹) = 60.14

Last column: Mulliken charge in e.
Geometry (Å):
C1 0.17 -1.22 0.57  -0.423
C2 0.78 -2.53 0.09  -1.020
H1 0.47 -0.39 -0.06  -0.060
H2 -0.92 -1.16 0.61  0.307
H3 0.54 -1.05 1.59  0.294
H4 0.92 -3.26 0.87  0.296
H5 1.76 -2.31 -0.34  0.284
H6 0.20 -3.03 -0.69  0.283
C3 -0.66 1.61 -1.06  -0.918
C4 -0.23 2.13 0.33  -0.783
H7 -1.07 2.39 -1.71  0.327
H8 0.18 1.26 -1.67  0.279
H9 -1.45 0.90 -0.86  0.264
H10 0.53 1.57 0.87  0.273
H11 -1.12 1.91 0.94  0.255
H12 -0.10 3.19 0.53  0.342


Here is C15H18N4O3 in the gas phase at a distorted geometry from the Open Molecules 2025 dataset. Energies are from ωB97M-V/def2-TZVPD.

- energy (eV) = -27947.40238
- largest force on an atom (eV/A) = 7.21
- energy relative to the best compared isomer or geometry (same formula, charge and spin) (eV) = 3.998
- E_LUMO (Ha) = 0.0248
- molecular weight (g mol⁻¹) = 302.33

Last column: Mulliken charge in e.
Geometry (Å):
C1 -0.78 2.17 0.77  -0.050
C2 0.48 1.34 0.94  0.068
C3 -1.55 1.90 -0.59  -1.150
C4 -2.42 0.63 -0.73  0.155
C5 -2.22 -0.31 -1.82  -0.197
C6 -3.41 0.32 0.24  0.265
C7 -3.01 -1.50 -1.94  -0.529
C8 -4.20 -0.81 0.02  -0.694
C9 -4.09 -1.67 -1.03  -0.326
C10 0.98 -1.24 0.65  0.355
C11 0.08 -2.23 1.38  0.120
C12 2.53 -0.98 1.17  -0.691
C13 3.48 -0.80 0.02  0.546
C14 3.81 0.55 -0.30  -0.417
C15 4.87 -0.97 -1.50  -0.320
H1 0.04 3.64 -0.02  0.331
H2 -1.40 4.10 0.67  0.309
H3 -1.40 1.84 1.62  0.503
H4 -0.90 1.89 -1.48  0.393
H5 -2.13 2.78 -0.91  0.478
H6 -1.41 -0.27 -2.55  0.312
H7 -3.21 1.07 1.13  0.140
H8 -2.81 -2.25 -2.73  0.345
H9 -5.14 -0.77 0.52  0.361
H10 -4.80 -2.56 -1.05  0.326
H11 -0.87 -0.26 0.61  0.017
H12 0.90 -1.70 -0.41  0.243
H13 2.40 -0.12 1.77  0.445
H14 2.94 -1.77 1.89  0.371
H15 3.70 1.49 0.25  0.396
H16 5.38 -1.25 -2.44  0.331
H17 5.65 0.90 -1.45  0.203
H18 -0.75 -2.46 3.18  0.348
N1 -0.49 3.61 0.80  -0.764
N2 0.13 0.03 0.64  0.163
N3 3.94 -1.62 -0.85  -0.659
N4 4.87 0.34 -1.22  -0.056
O1 1.56 1.89 1.07  -0.625
O2 -0.71 -3.00 0.90  -0.535
O3 -0.03 -1.94 2.78  -0.512


Here is a 2-piece molecular cluster, C5H8O overall at a distorted geometry from the Open Molecules 2025 dataset. Energies are from ωB97M-V/def2-TZVPD.

- energy (eV) = -7358.78660
- largest force on an atom (eV/A) = 1.37
- energy relative to the best compared isomer or geometry (same formula, charge and spin) (eV) = 3.469
- E_LUMO (Ha) = 0.0282
- molecular weight (g mol⁻¹) = 84.12

Last column: Mulliken charge in e.
Geometry (Å):
C1 -1.68 -0.86 0.06  -0.785
C2 -0.91 0.12 0.56  -0.135
C3 1.33 -0.55 0.59  -0.643
C4 1.83 0.09 -0.47  -0.408
O1 -0.06 1.05 -1.49  -0.453
C5 -0.70 1.15 -0.47  0.105
H1 -1.60 -1.11 -1.00  0.259
H2 -2.42 -1.35 0.66  0.284
H3 -0.96 0.40 1.60  0.391
H4 1.02 -1.58 0.52  0.264
H5 1.38 -0.12 1.58  0.288
H6 1.94 -0.38 -1.44  0.213
H7 2.18 1.12 -0.40  0.282
H8 -1.35 2.02 -0.29  0.338


Here is C33H46BrN3P2SeSr as an isolated structure at a distorted geometry from the Open Molecules 2025 dataset. Energies are from ωB97M-V/def2-TZVPD.

- energy (eV) = -194223.36075
- largest force on an atom (eV/A) = 3.00
- net charge = +2
- E_LUMO (alpha / beta) (Ha) = -0.3164 / -0.3634
- molecular weight (g mol⁻¹) = 793.18

Last column: Mulliken charge in e.
Geometry (Å):
C1 5.26 5.46 -6.10  -0.435
C2 4.25 5.90 -5.22  0.647
C3 3.88 7.26 -5.25  -0.416
C4 4.55 8.12 -6.12  -0.343
N1 5.52 7.69 -6.92  -0.541
C5 5.87 6.41 -6.94  -0.337
C6 3.62 4.97 -4.32  0.092
C7 3.03 4.22 -3.57  -0.859
C8 2.25 3.30 -2.79  0.959
C9 1.80 2.12 -3.41  -0.722
C10 0.91 1.27 -2.72  -0.229
C11 0.45 1.67 -1.48  -1.087
C12 1.02 2.71 -0.77  0.184
C13 1.92 3.57 -1.45  -0.764
Sr1 0.69 -0.43 0.08  1.227
P1 -1.94 0.35 -1.25  1.320
H1 3.10 7.65 -4.60  0.399
H2 5.58 4.42 -6.14  0.400
H3 4.30 9.18 -6.16  0.368
H4 6.67 6.10 -7.63  0.366
H5 2.33 4.46 -0.95  0.510
H6 2.11 1.88 -4.44  0.516
H7 0.79 2.92 0.28  0.515
H8 0.62 0.34 -3.19  0.448
C14 -3.35 -0.39 -0.30  -0.565
C15 -4.76 0.08 -0.65  -1.182
H9 -3.13 -0.18 0.76  0.447
H10 -3.27 -1.48 -0.38  0.492
H11 -5.49 -0.47 -0.05  0.393
H12 -4.90 1.14 -0.42  0.312
H13 -5.02 -0.09 -1.70  0.224
C16 -2.57 2.05 -1.61  0.143
C17 -2.73 2.44 -3.07  -1.571
H14 -1.81 2.70 -1.16  -0.141
H15 -3.49 2.24 -1.04  0.262
H16 -2.93 3.51 -3.13  0.425
H17 -1.81 2.26 -3.64  0.272
H18 -3.57 1.93 -3.57  0.292
C18 -2.03 -0.57 -2.85  -0.052
C19 -3.42 -0.97 -3.35  -1.499
H19 -1.41 -1.47 -2.71  0.233
H20 -1.52 0.03 -3.61  0.357
H21 -3.33 -1.49 -4.31  0.463
H22 -3.92 -1.66 -2.66  0.358
H23 -4.07 -0.11 -3.53  0.216
Br1 -0.90 -1.56 2.12  -0.645
P2 -1.90 5.16 2.48  -0.018
C20 -3.04 4.40 1.24  0.214
C21 -4.48 4.52 1.73  -1.419
H24 -2.75 3.35 1.09  -0.315
H25 -2.90 4.94 0.29  0.478
H26 -5.19 4.36 0.90  0.383
H27 -4.70 3.78 2.51  0.329
H28 -4.68 5.52 2.14  0.422
C22 -1.19 3.67 3.29  -0.011
C23 -0.73 3.98 4.71  -1.311
H29 -0.36 3.30 2.67  -0.116
H30 -1.98 2.91 3.30  0.436
H31 -0.58 3.05 5.28  0.377
H32 0.22 4.53 4.72  0.324
H33 -1.47 4.59 5.25  0.362
C24 -0.51 5.75 1.41  -0.085
C25 -0.67 7.24 1.10  -1.311
H34 -0.48 5.15 0.49  -0.082
H35 0.41 5.57 1.98  0.492
H36 0.27 7.66 0.73  0.394
H37 -1.44 7.41 0.34  0.305
H38 -0.96 7.80 2.00  0.367
C26 -0.37 -5.42 -1.34  -0.869
N2 0.45 -4.85 -0.28  0.263
C27 1.19 -3.71 -0.39  -0.442
Se1 1.34 -2.61 -1.89  -0.323
N3 1.79 -3.54 0.84  0.242
C28 1.43 -4.57 1.71  0.412
C29 1.80 -4.82 3.02  -0.715
C30 1.33 -6.02 3.58  -0.564
C31 0.53 -6.91 2.84  -0.664
C32 0.11 -6.59 1.54  -0.958
C33 0.59 -5.40 1.00  1.167
H39 -1.27 -4.81 -1.51  0.263
H40 -0.67 -6.42 -1.00  0.290
H41 0.20 -5.49 -2.27  0.367
H42 2.54 -2.88 1.03  0.373
H43 2.42 -4.09 3.55  0.383
H44 1.60 -6.28 4.61  0.402
H45 0.22 -7.86 3.28  0.399
H46 -0.54 -7.22 0.93  0.310


Question: Which of these has the lowest largest force on an atom?
Answer: C49H54KN5O5P